No. 1
50
Properties=species:S:1:pos:R:3 method="wB97M-V/def2-TZVPD" smiles="Cc1cccc2cc(CN(Cc3ccccc3)C(=O)c3cccc(F)c3)c(Cl)nc12" fmax_ev_per_a=0.8 e_tot_ev=-46518.27604
C -5.5278 -1.0224 2.2057
C -5.3687 -0.0518 1.0820
C -6.3261 0.8813 0.7709
C -6.1538 1.7871 -0.2856
C -5.0159 1.7672 -1.0435
C -4.0032 0.8303 -0.7633
C -2.8007 0.7503 -1.4954
C -1.8408 -0.1731 -1.1700
C -2.1576 -1.0387 -0.0960
N -3.2451 -1.0081 0.5991
C -4.1844 -0.0858 0.3056
Cl -1.0336 -2.2599 0.3548
C -0.5757 -0.3232 -1.9627
N 0.6499 0.0293 -1.2512
C 0.6271 0.7697 -0.1212
O -0.3936 1.1574 0.4153
C 1.9679 1.0862 0.4769
C 2.7342 2.1289 -0.0233
C 3.9374 2.4193 0.5922
C 4.3936 1.7135 1.6892
C 3.6023 0.6969 2.1960
C 2.3920 0.3897 1.6019
H 1.7736 -0.4001 1.9990
H 3.9334 0.1426 3.0605
H 5.3421 1.9685 2.1343
F 4.6951 3.4204 0.0941
H 2.4090 2.7149 -0.8695
C 1.8869 -0.2880 -1.9508
C 2.8962 -1.0291 -1.1094
C 4.2257 -0.6297 -1.0916
C 5.1522 -1.3115 -0.3236
C 4.7591 -2.4028 0.4313
C 3.4387 -2.8178 0.4027
C 2.5127 -2.1394 -0.3685
H 1.4833 -2.4630 -0.3827
H 3.1269 -3.6742 0.9818
H 5.4809 -2.9308 1.0364
H 6.1818 -0.9866 -0.3126
H 4.5379 0.2240 -1.6760
H 1.6213 -0.9155 -2.8070
H 2.3419 0.6289 -2.3441
H -0.6516 0.2981 -2.8659
H -0.4842 -1.3736 -2.2670
H -2.6366 1.4413 -2.3110
H -4.8752 2.4649 -1.8562
H -6.9330 2.5055 -0.4943
H -7.2359 0.9240 1.3527
H -4.7330 -0.8740 2.9340
H -5.4354 -2.0402 1.8324
H -6.4911 -0.9011 2.6939

No. 2
58
Properties=species:S:1:pos:R:3 method="wB97M-V/def2-TZVPD" fmax_ev_per_a=2.4 multiplicity=6 e_above_lowest_kcal_mol=9.4
Fe 1.9845 -1.1983 0.8471
C 2.5527 3.1356 1.8231
C 1.9531 1.7657 1.7430
N 2.3426 0.9424 0.8202
N 3.2644 1.3784 -0.0820
C 4.0038 0.4924 -0.6410
S 4.0126 -1.2064 -0.1790
S 5.1979 1.1285 -1.7514
C 5.4804 -0.2149 -2.9806
C 4.5258 -0.1196 -4.1388
C 4.9431 0.4691 -5.3279
C 4.0675 0.6146 -6.3934
C 2.7584 0.1738 -6.2822
C 2.3346 -0.4254 -5.1048
C 3.2117 -0.5719 -4.0418
C 0.9575 1.3369 2.7155
C 0.0435 2.2630 3.2336
C -0.9010 1.8962 4.1649
C -0.9225 0.5840 4.6389
C -0.0268 -0.3453 4.1642
C 0.9141 -0.0078 3.1763
O 1.7360 -0.9290 2.7117
H 3.6386 3.0476 1.8236
H 2.2335 3.6594 2.7172
H 2.2889 3.7119 0.9341
H 5.4155 -1.1591 -2.4500
H 6.5058 -0.0590 -3.3086
H 5.9651 0.8187 -5.4188
H 4.4089 1.0774 -7.3101
H 2.0739 0.2898 -7.1121
H 1.3160 -0.7814 -5.0147
H 2.8690 -1.0481 -3.1332
H 0.0568 3.2754 2.8495
H -1.6155 2.6228 4.5254
H -1.6498 0.2890 5.3838
H -0.0306 -1.3695 4.5145
O -7.8782 -3.7078 1.5230
S -6.8992 -3.1340 2.4166
O -5.7748 -3.9906 2.7210
O -7.4293 -2.3919 3.5436
C -6.1621 -1.7503 1.4170
N -7.0082 -0.9008 0.8367
C -6.4625 0.1037 0.1622
C -5.0870 0.2524 0.0362
C -4.2936 -0.7028 0.6566
N -4.8444 -1.6892 1.3670
C -2.8275 -0.7729 0.5501
C -2.0469 0.1587 -0.1375
C -0.6945 -0.0599 -0.2728
N -0.0795 -1.1373 0.2320
C -0.8225 -2.0184 0.9320
C -2.1737 -1.8721 1.1174
H -7.1545 0.8005 -0.2979
H -4.6680 1.0694 -0.5369
H -2.4792 1.0498 -0.5685
H -0.0698 0.6303 -0.8271
H -0.2998 -2.8788 1.3363
H -2.7547 -2.5954 1.6764

No. 3
58
Properties=species:S:1:pos:R:3 method="wB97M-V/def2-TZVPD" charge=-2 fmax_ev_per_a=0.4 e_tot_ev=-82412.56633
Tl 0.3315 -0.7781 -0.0374
I -6.5775 0.3871 4.6047
C -4.9587 -0.3268 3.4745
C -5.0367 -1.5692 2.8653
C -3.9626 -2.0064 2.1175
I -4.0603 -3.8906 1.2123
C -2.7591 -1.2579 1.9026
O -1.8250 -1.6850 1.1636
C -2.7287 0.0015 2.6008
C -1.4817 0.8378 2.5595
N -1.1136 1.2842 1.2232
C -2.0840 2.0744 0.5228
C -1.7704 2.1579 -0.9531
C -2.5319 2.9769 -1.7866
C -2.2344 3.0148 -3.1354
C -1.1766 2.2527 -3.6140
C -0.4629 1.4798 -2.7124
N -0.7584 1.4326 -1.4117
C -3.8091 0.4416 3.3420
H -5.9181 -2.1871 2.9678
H -0.6347 0.2439 2.9166
H -1.6170 1.6826 3.2550
H -0.1996 1.7297 1.2709
H -2.1824 3.1046 0.9107
H -3.0663 1.6063 0.6442
H -3.3451 3.5623 -1.3729
H -2.8191 3.6329 -3.8075
H -0.9076 2.2481 -4.6618
H 0.3781 0.8716 -3.0303
H -3.7416 1.4035 3.8388
S 1.6854 -0.8493 -4.5407
C 0.3292 -1.8040 -4.2023
N -0.4149 -1.8373 -3.1290
C -1.4715 -2.7176 -3.2303
C -2.4177 -2.9448 -2.2289
C -3.4426 -3.8481 -2.4592
C -3.5394 -4.5363 -3.6697
C -2.5992 -4.3298 -4.6705
C -1.5726 -3.4233 -4.4451
S -0.2661 -2.9404 -5.4768
H -2.3318 -2.4310 -1.2768
H -4.1723 -4.0249 -1.6786
H -4.3475 -5.2412 -3.8275
H -2.6654 -4.8645 -5.6110
C 4.0839 -1.1501 5.4880
N 3.5894 -0.4642 4.3158
C 4.1534 0.7111 3.9271
C 3.6847 1.4067 2.8840
C 2.5155 0.8835 2.1737
O 2.0117 1.5484 1.2474
N 2.0246 -0.3296 2.5239
C 2.4865 -1.0162 3.5885
O 2.0371 -2.0867 3.9859
H 5.1565 -1.3446 5.4009
H 3.5480 -2.0918 5.5598
H 3.9040 -0.5664 6.3960
H 5.0103 1.0352 4.5086
H 4.1355 2.3339 2.5644

No. 4
52
Properties=species:S:1:pos:R:3 method="wB97M-V/def2-TZVPD" fmax_ev_per_a=0.9 e_tot_ev=-83958.79011 multiplicity=3
Ni -0.1036 0.0094 0.3864
C -1.4076 3.6998 -2.0733
C -0.0236 3.1815 -2.3161
N 0.6648 3.6471 -3.3263
C 1.9135 3.1916 -3.5503
C 2.5369 2.2655 -2.7559
C 3.9586 1.8717 -3.0589
O 4.8659 2.2757 -2.0343
C 1.8383 1.7476 -1.6366
C 2.4680 0.8263 -0.7498
N 1.9042 0.2859 0.2855
C 2.6378 -0.5285 1.1629
C 3.8992 -1.0724 0.8836
C 4.5342 -1.9252 1.7656
C 3.9440 -2.2584 2.9753
C 2.7155 -1.7072 3.3003
C 2.0912 -0.8601 2.4050
I 0.2129 -0.0465 2.9610
C 0.4994 2.1896 -1.4133
O -0.2370 1.7647 -0.4559
H -1.6206 4.4996 -2.7779
H -2.1409 2.8989 -2.1946
H -1.5006 4.0716 -1.0511
H 2.4158 3.6025 -4.4199
H 4.0679 0.7889 -3.1358
H 4.2469 2.2986 -4.0239
H 4.7637 3.2237 -1.9066
H 3.5101 0.6053 -0.9624
H 4.3823 -0.8435 -0.0562
H 5.4977 -2.3405 1.5001
H 4.4290 -2.9395 3.6611
H 2.2440 -1.9314 4.2470
C -4.3827 0.7220 0.2967
C -4.8682 -0.5653 0.1128
C -3.9750 -1.6163 0.0226
C -2.6065 -1.3680 0.1260
N -2.1553 -0.1139 0.3070
C -3.0153 0.8986 0.3846
C -1.5579 -2.3960 0.0065
C -1.8562 -3.7593 -0.0359
C -0.8438 -4.6882 -0.1905
C 0.4671 -4.2536 -0.3143
C 0.7649 -2.8964 -0.2481
C -0.2270 -1.9338 -0.0723
H -5.0488 1.5708 0.3626
H -5.9322 -0.7443 0.0285
H -4.3320 -2.6222 -0.1406
H -2.5834 1.8841 0.5075
H -2.8785 -4.1063 0.0651
H -1.0749 -5.7456 -0.2218
H 1.2682 -4.9709 -0.4557
H 1.8064 -2.6128 -0.3479

No. 5
58
Properties=species:S:1:pos:R:3 method="wB97M-V/def2-TZVPD" charge=+2 fmax_ev_per_a=1.0 multiplicity=6 e_above_lowest_kcal_mol=9.8
Ir 0.6467 -1.2563 0.1579
S 0.8605 -0.2353 2.4897
C 0.2255 1.3685 2.4963
C 0.3662 2.1106 3.6832
C -0.1041 3.4027 3.7569
C -0.7195 3.9798 2.6493
C -0.8931 3.2419 1.4824
C -0.4499 1.9336 1.3907
As -0.7579 0.8762 -0.2233
C -2.2522 -0.2814 0.2402
C -2.7444 -0.4797 1.5320
C -3.8260 -1.3223 1.7208
C -4.4067 -1.9751 0.6413
C -3.9119 -1.7870 -0.6442
C -2.8292 -0.9553 -0.8435
C -1.5808 2.1908 -1.4500
C -0.7564 3.0616 -2.1553
C -1.3184 4.1041 -2.8752
C -2.6951 4.2616 -2.9073
C -3.5123 3.3749 -2.2250
C -2.9666 2.3246 -1.5046
H 0.8461 1.6467 4.5301
H 0.0156 3.9699 4.6678
H -1.0716 4.9987 2.6932
H -1.3961 3.6893 0.6344
H -2.3101 0.0349 2.3811
H -4.2205 -1.4686 2.7132
H -5.2412 -2.6403 0.8010
H -4.3510 -2.3053 -1.4807
H -2.4096 -0.8161 -1.8365
H 0.3199 2.9259 -2.1407
H -0.6831 4.7903 -3.4089
H -3.1331 5.0659 -3.4775
H -4.5832 3.5011 -2.2431
H -3.6174 1.6362 -0.9761
F 0.1792 -4.0756 -0.6733
C -0.2663 -3.2926 0.3467
F -1.6225 -3.3960 0.3405
C 0.2419 -3.8547 1.6898
F 1.5805 -3.6672 1.7699
F -0.0138 -5.1216 1.9253
F -0.2884 -3.1190 2.6828
C 3.7952 -1.4439 -3.6523
N 3.9514 -1.5210 -2.2164
C 5.1381 -1.8096 -1.6354
C 5.2636 -1.9394 -0.2910
C 4.1018 -1.7726 0.5183
N 2.9473 -1.4659 -0.0875
C 2.8561 -1.3341 -1.4271
O 1.7440 -1.0183 -1.9012
N 4.1373 -1.8691 1.8363
H 4.7708 -1.4956 -4.1274
H 3.2946 -0.5134 -3.9209
H 3.1752 -2.2716 -4.0011
H 5.9838 -1.9192 -2.2961
H 6.2146 -2.1670 0.1579
H 4.9866 -2.1110 2.3177
H 3.2899 -1.7888 2.3749

No. 6
58
Properties=species:S:1:pos:R:3 method="wB97M-V/def2-TZVPD" charge=-1 fmax_ev_per_a=1.3 e_above_lowest_kcal_mol=293.1
Pd 0.8609 1.2025 -3.9479
Cl 1.3414 4.4478 -2.5975
C -0.1594 3.6367 -2.2700
C -0.3672 2.3109 -2.6840
C -1.5514 1.8032 -2.1526
Cl -1.7740 -0.0675 -2.5105
C -2.5405 2.4825 -1.4667
Cl -4.0704 1.8223 -0.9470
C -2.2957 3.8211 -1.1630
Cl -3.4714 4.7579 -0.3101
C -1.0890 4.3856 -1.5408
Cl -0.7651 6.0257 -1.0954
C -3.0419 -3.6704 8.6750
O -1.8043 -3.6808 8.0040
C -1.7915 -3.2030 6.7165
C -2.9171 -2.7751 6.0279
C -2.7840 -2.3041 4.7257
C -1.5498 -2.2609 4.0911
C -0.4234 -2.6996 4.8000
C -0.5456 -3.1621 6.0934
N -1.5317 -1.7641 2.7730
N -0.4047 -1.8438 2.2111
C -0.3211 -1.4332 0.9203
C -1.3249 -0.9056 0.0706
C -3.1288 -0.5611 -2.5395
C -0.7576 -0.7177 -1.1690
O -0.8382 -0.2033 -3.7513
C 0.6438 -1.0149 -1.1457
N 1.5725 -0.8497 -2.0957
C 2.8020 -1.2234 -1.7730
C 3.1613 -1.7497 -0.5263
C 2.2081 -1.8830 0.4658
C 0.9047 -1.4943 0.1729
H -2.8493 -4.0383 9.6802
H -3.7710 -4.3253 8.1874
H -3.4582 -2.6600 8.7340
H -3.8970 -2.7995 6.4833
H -3.6511 -1.9620 4.1749
H 0.5416 -2.6652 4.3147
H 0.3194 -3.4993 6.6511
H -2.3547 -0.7285 0.3394
H -3.8802 -1.2483 -2.8436
H 3.5600 -1.0891 -2.5391
H 4.1907 -2.0332 -0.3467
H 2.4651 -2.2677 1.4455
C 2.7783 4.0890 -5.4305
Si 2.6032 2.4430 -4.5310
C 2.4093 1.1276 -5.8909
C 4.1028 2.2108 -3.4282
H 3.5829 3.9808 -6.1663
H 3.0310 4.9274 -4.7836
H 1.8636 4.3335 -5.9745
H 3.2454 0.4385 -6.0142
H 2.1670 1.5985 -6.8427
H 1.5381 0.4595 -5.6981
H 5.0150 2.5823 -3.9044
H 4.2395 1.1542 -3.1920
H 3.9628 2.7426 -2.4862

No. 7
59
Properties=species:S:1:pos:R:3 method="wB97M-V/def2-TZVPD" charge=+2 fmax_ev_per_a=0.4 multiplicity=3 e_above_lowest_kcal_mol=48.9
Mo 0.4837 0.4325 -1.0064
O -3.8340 -5.2441 0.1672
N -3.8055 -4.4755 1.1022
O -4.4090 -4.6061 2.1357
C -2.9438 -3.2621 0.9826
C -2.9082 -2.4709 2.0760
C -2.1256 -1.2768 2.0950
C -2.0507 -0.4067 3.1974
C -1.2717 0.7202 3.1063
C -0.5631 0.9704 1.9288
N -0.6202 0.1625 0.8780
C -1.3935 -0.9462 0.9591
C -1.4240 -1.7899 -0.1875
N -0.6501 -1.3788 -1.2298
C -0.6318 -2.1005 -2.3471
C -1.3848 -3.2613 -2.4739
C -2.1571 -3.7012 -1.4252
C -2.1976 -2.9593 -0.2215
H -3.4875 -2.7554 2.9439
H -2.6017 -0.6324 4.1017
H -1.1859 1.4135 3.9302
H 0.0798 1.8358 1.8370
H 0.0033 -1.7568 -3.1525
H -1.3422 -3.8171 -3.3993
H -2.7286 -4.6084 -1.5162
O 2.3115 -0.7755 -4.1526
Cl 2.4412 -0.1081 -2.9343
O 1.9730 -0.9797 -1.8065
O 3.6896 0.4481 -2.6668
O 1.3644 0.9789 -2.8283
C -1.5207 5.0267 -3.1274
N -1.5530 3.7279 -2.4452
C -2.7813 2.9464 -2.5854
C -0.5335 3.3066 -1.7649
O -0.5007 2.1998 -1.1350
H -1.6921 4.8705 -4.1907
H -0.5521 5.4972 -2.9818
H -2.3046 5.6620 -2.7203
H -3.6303 3.6081 -2.4284
H -2.7970 2.1506 -1.8483
H -2.8340 2.5320 -3.5918
H 0.3303 3.9703 -1.7123
C 3.6247 -1.8885 3.1485
C 2.6122 -2.3391 2.2804
C 2.0667 -1.4961 1.3498
C 2.5066 -0.1572 1.2442
C 1.9727 0.7741 0.3084
C 2.4696 2.0562 0.2119
C 3.5110 2.4822 1.0611
C 4.0213 1.6195 1.9896
C 3.5405 0.2902 2.1055
C 4.0830 -0.6041 3.0581
H 4.0494 -2.5680 3.8746
H 2.2767 -3.3660 2.3426
H 1.3193 -1.8805 0.6644
H 2.0948 2.7590 -0.5268
H 3.8981 3.4874 0.9678
H 4.8179 1.9384 2.6500
H 4.8746 -0.2545 3.7085

No. 8
52
Properties=species:S:1:pos:R:3 method="wB97M-V/def2-TZVPD" charge=+3 fmax_ev_per_a=3.2 e_tot_ev=-58903.08984
Sn -1.7342 0.1270 1.1635
Cl -3.6710 1.5250 0.3841
C -1.7239 -2.8277 1.5402
O -2.6179 -3.4281 1.1753
P 0.4168 0.0210 -0.9939
C 2.1337 -0.5867 -1.1125
C -0.6529 -1.0692 -1.9922
C 0.3351 1.6266 -1.8254
C -1.7247 -0.5212 -2.7147
C -2.5215 -1.4204 -3.4072
C -2.3090 -2.8007 -3.4406
C -1.1871 -3.3044 -2.7814
C -0.3367 -2.4423 -2.0955
H -1.9677 0.5552 -2.6585
H -3.3392 -1.0286 -3.9787
H -2.8809 -3.4617 -4.1092
H -0.9062 -4.3593 -2.8559
H 0.5727 -2.8333 -1.6050
C 2.6496 -1.4390 -0.1043
C 3.9441 -1.9274 -0.2360
C 4.7044 -1.5497 -1.3456
C 4.1846 -0.7002 -2.3063
C 2.8923 -0.1924 -2.2309
H 1.9607 -1.6483 0.7270
H 4.4102 -2.5944 0.4860
H 5.7197 -1.9124 -1.4672
H 4.8744 -0.4857 -3.1140
H 2.4788 0.5178 -2.9655
C 0.4700 1.6511 -3.2294
C 0.4228 2.8833 -3.8838
C 0.2533 4.0576 -3.1622
C 0.1812 4.0179 -1.7795
C 0.2291 2.8219 -1.0900
H 0.5575 0.7133 -3.8127
H 0.5133 3.0277 -4.9714
H 0.2299 4.9857 -3.7280
H 0.0568 4.9864 -1.3120
H 0.1941 2.7008 -0.0104
H 2.7403 1.0542 2.7095
H 2.7249 1.7970 2.6894
N -2.3074 -2.5463 7.4909
C -2.2244 -1.6872 6.6928
C -2.1013 -0.5186 5.8447
C -2.1232 0.7804 6.3906
C -1.8488 1.8236 5.5560
C -1.5083 1.5830 4.2275
N -1.3046 0.3264 3.7784
C -1.6195 -0.7236 4.5481
H -2.3657 1.0346 7.4382
H -1.9575 2.8033 5.9373
H -1.3840 2.3361 3.4657
H -1.5326 -1.7482 4.0744